# 1
ORCA calculation (the ωB97M-V functional and the def2-TZVPD basis) on AgCl3 as an isolated structure.

```
! wB97M-V def2-TZVPD RIJCOSX def2/J DEFGRID3
* xyz -2 1
Ag 11.5596 -10.3832 -10.2058
Cl 16.6075 -11.5578 -9.9545
Cl 7.5037 -12.7037 -9.8685
Cl 11.1746 -7.1488 -6.7581
*
```

Computed properties:
**E_LUMO**: 1.4 eV
**Orbital gap**: 4.05 eV

# 2
ORCA calculation (the ωB97M-V functional and the def2-TZVPD basis) on AgCl5O28Pb2S2 as an isolated structure in a non-equilibrium geometry.

```
! wB97M-V def2-TZVPD RIJCOSX def2/J DEFGRID3
* xyz -3 2
Pb -4.1499 -1.2390 0.1931
Pb -0.3376 0.1671 -0.1948
Ag -1.3352 -3.4938 -0.4593
Cl 0.6971 -0.1001 3.3445
O 1.4493 -1.2006 3.0185
O 0.5086 0.7433 2.0619
O -0.6032 -0.3811 3.8536
O 1.3756 0.6632 4.3833
Cl 6.8190 4.3400 -0.9539
O 7.4923 3.1312 -1.5369
O 6.3322 5.2100 -1.9581
O 5.8018 3.6889 0.0245
O 7.6097 5.1502 -0.1818
Cl -2.6676 2.0696 1.4470
O -3.8242 1.9682 2.3832
O -3.0629 2.4211 0.0587
O -1.7417 2.9795 1.9965
O -2.1377 0.6879 1.2796
Cl 0.8088 2.5074 -1.7623
O 1.5369 1.9090 -2.8215
O 1.2188 3.8655 -1.5645
O -0.6197 2.2272 -1.7413
O 1.0852 1.7377 -0.4085
Cl 1.7398 -2.4340 -0.8644
O 1.5621 -1.6620 -2.0570
O 0.9749 -3.5827 -0.8280
O 3.0654 -2.8780 -0.6460
O 1.1728 -1.6351 0.2833
S -2.1367 -1.3637 -2.3339
O -2.2369 -0.1207 -3.0466
O -1.8865 -1.0716 -0.8456
O -3.5390 -1.9802 -2.1342
O -1.1794 -2.3814 -2.7497
S -3.9489 -4.0661 0.9272
O -4.3164 -4.9694 1.9682
O -3.0640 -2.9575 1.5002
O -3.3335 -4.7583 -0.1894
O -5.1294 -3.1916 0.5543
*
```

Computed properties:
**E_LUMO (spin up / spin down)**: 5.4 / 2.8 eV
**Orbital gap (spin up / spin down)**: 7.48 / 4.93 eV
**Expectation value of S²**: 0.756

# 3
ORCA calculation (the ωB97M-V functional and the def2-TZVPD basis) on AgF as an isolated structure.

```
! wB97M-V def2-TZVPD RIJCOSX def2/J DEFGRID3
* xyz 1 2
Ag -1.0697 -0.0005 -0.3179
F 1.0697 0.0005 0.3179
*
```

Computed properties:
**E_LUMO (spin up / spin down)**: -7.8 / -10.9 eV
**Orbital gap (spin up / spin down)**: 12.53 / 9.19 eV
**Expectation value of S²**: 0.758

# 4
ORCA calculation (the ωB97M-V functional and the def2-TZVPD basis) on AlFO4P as an isolated structure in a non-equilibrium geometry.

```
! wB97M-V def2-TZVPD RIJCOSX def2/J DEFGRID3
* xyz -1 1
Al 0.2593 -0.5134 2.1088
P -0.6996 0.2255 -0.7829
O 0.6958 0.7285 -0.3828
O -1.5433 0.9100 0.2973
O -0.7066 -1.2975 -0.4384
O -1.0802 0.5589 -2.2314
F 3.0745 -0.6120 1.4294
*
```

Computed properties:
**E_LUMO**: -1.4 eV
**Orbital gap**: 4.03 eV

# 5
ORCA calculation (the ωB97M-V functional and the def2-TZVPD basis) on AlFO4P as an isolated structure in a non-equilibrium geometry.

```
! wB97M-V def2-TZVPD RIJCOSX def2/J DEFGRID3
* xyz -1 1
Al 0.4093 -1.1267 1.2568
P -0.2537 0.9266 -0.9729
O -0.8752 1.0939 0.4206
O -0.5554 -0.5853 -1.2494
O 1.2507 0.5704 -0.7121
O -0.4501 1.9077 -2.0538
F 0.4744 -2.7865 3.3108
*
```

Computed properties:
**E_LUMO**: -1.1 eV
**Orbital gap**: 4.47 eV

# 6
ORCA calculation (the ωB97M-V functional and the def2-TZVPD basis) on AlH12O6 as an isolated structure in a non-equilibrium geometry.

```
! wB97M-V def2-TZVPD RIJCOSX def2/J DEFGRID3
* xyz 3 1
Al -5.6941 20.9979 -5.9625
O -5.0422 21.2687 -4.1837
H -5.4043 20.7876 -3.4006
H -4.1148 21.4412 -3.8487
O -4.0036 20.7715 -6.6892
H -3.7933 20.3622 -7.5123
H -3.1162 21.1384 -6.4362
O -6.4649 20.8733 -7.7239
H -7.2770 20.3564 -7.8707
H -6.1076 21.1468 -8.5928
O -5.9097 19.2008 -5.7617
H -5.7326 18.6457 -6.5205
H -5.7108 18.6932 -5.0004
O -7.3725 21.2682 -5.2481
H -8.0348 20.6215 -4.9818
H -7.7631 22.1281 -5.0663
O -5.5597 22.7811 -6.2400
H -5.5735 23.4920 -5.6369
H -5.6166 23.2475 -7.0609
*
```

Computed properties:
**E_LUMO**: -11.6 eV
**Orbital gap**: 15.02 eV